A 2-piece molecular cluster, C4H11NO overall. Source: the OMol25 dataset; level of theory: ωB97M-V/def2-TZVPD.

- Kohn-Sham gap (hartree) = 0.326
- E_tot (eV) = -7862.6781
- E_LUMO (eV) = 0.782
- highest occupied orbital energy (eV) = -8.092
- charge = 0
- SMILES string = C=CNCC.O
- relative energy (zero: lowest compared OMol25 entry of this formula, charge and spin) (eV) = 1.8755

Each line ends with the Löwdin charge.
Positions of all 17 atoms, in Å:
C -2.1266 -1.7062 0.1459  -0.023
C -0.8288 -1.6129 -0.1553  -0.274
N -0.0798 -0.4438 -0.0616  -0.051
C 1.3221 -0.4739 0.4462  -0.257
C 2.0579 -1.6894 -0.0989  -0.105
H -2.7046 -2.4838 -0.3322  0.036
H -2.6190 -1.1190 0.9053  0.039
H -0.3596 -2.4627 -0.6325  0.095
H -0.5791 0.1854 0.5692  0.113
H 1.2549 -0.4481 1.5392  0.106
H 1.7898 0.4713 0.1696  0.104
H 1.7350 -1.8615 -1.1276  0.075
H 1.8306 -2.5788 0.4807  0.070
H 3.1323 -1.5136 -0.0479  0.071
H -1.5967 6.5583 -0.8197  0.033
H -1.3767 5.2080 -0.3453  0.036
O -0.8518 5.9708 -0.6351  -0.069

=====

A 2-piece molecular cluster, C4H11NO overall. Source: the OMol25 dataset; level of theory: ωB97M-V/def2-TZVPD.

- Kohn-Sham gap (hartree) = 0.370
- E_tot (eV) = -7861.9699
- E_LUMO (eV) = 0.951
- highest occupied orbital energy (eV) = -9.108
- charge = 0
- SMILES string = C=CCNC.O
- relative energy (zero: lowest compared OMol25 entry of this formula, charge and spin) (eV) = 2.5836

Each line ends with the Löwdin charge.
Positions of all 17 atoms, in Å:
C -2.4442 0.9990 1.2033  -0.142
N -1.4054 0.6454 0.2161  -0.132
C 0.0121 0.7808 0.5811  -0.246
C 1.8759 2.0427 -0.7926  -0.014
C 0.6233 1.7722 -0.3872  -0.188
H -2.7886 0.3806 2.0476  0.071
H -2.1805 1.9657 1.6393  0.072
H -3.3344 1.2095 0.5929  0.072
H -1.6127 -0.3155 -0.0265  0.096
H 0.7113 -0.0568 0.4900  0.112
H 0.1484 1.0427 1.6476  0.116
H 1.8971 2.6032 -1.7142  0.046
H 2.6764 1.6826 -0.1589  0.051
H -0.1772 2.1925 -0.9893  0.084
H 1.7420 -5.0997 -1.9638  0.025
H 2.3958 -6.3063 -1.2573  0.018
O 1.8607 -5.5387 -1.1283  -0.043

=====

A 2-piece molecular cluster, C4H11NO overall. Source: the OMol25 dataset; level of theory: ωB97M-V/def2-TZVPD.

- Kohn-Sham gap (hartree) = 0.352
- E_tot (eV) = -7862.5888
- E_LUMO (eV) = 0.685
- highest occupied orbital energy (eV) = -8.887
- charge = 0
- SMILES string = C1CCNC1.O
- relative energy (zero: lowest compared OMol25 entry of this formula, charge and spin) (eV) = 1.9647

Each line ends with the Löwdin charge.
Positions of all 17 atoms, in Å:
N -1.4038 -1.0996 0.3692  -0.087
C -1.0499 -0.6643 -1.0127  -0.272
C 0.4429 -0.7525 -1.1812  -0.163
C 0.9437 -0.9535 0.4021  -0.189
C -0.2288 -0.5602 1.1964  -0.247
H -1.4752 -2.1584 0.4273  0.117
H -1.7086 -1.1981 -1.7050  0.104
H -1.2723 0.4584 -1.1609  0.121
H 0.8196 -1.5728 -1.8415  0.100
H 0.9374 0.1980 -1.4791  0.094
H 1.3862 -1.9590 0.4805  0.101
H 1.7042 -0.1700 0.6126  0.100
H -0.1330 -0.8336 2.3036  0.130
H -0.4509 0.4990 1.2333  0.091
H 0.1100 3.6189 -0.2813  0.045
H 0.4867 3.4867 1.2984  0.099
O 0.8917 3.6612 0.3382  -0.146

=====

C4H11NO in the gas phase. Source: the OMol25 dataset; level of theory: ωB97M-V/def2-TZVPD.

- Kohn-Sham gap (hartree) = 0.371
- E_tot (eV) = -7863.4001
- E_LUMO (eV) = 1.021
- highest occupied orbital energy (eV) = -9.067
- charge = 0
- SMILES string = CNCCCO
- relative energy (zero: lowest compared OMol25 entry of this formula, charge and spin) (eV) = 1.1534

Each line ends with the Löwdin charge.
Positions of all 17 atoms, in Å:
C 2.1224 -0.6614 0.7967  -0.125
N 1.0440 -0.7843 -0.1967  -0.136
C -0.2764 -1.0550 0.3925  -0.247
C -1.4455 -0.3400 -0.3017  -0.180
C -1.3988 1.1721 -0.0776  -0.276
O -0.3101 1.7682 -0.7608  -0.077
H 2.9621 -0.1431 0.3281  0.075
H 2.4613 -1.6342 1.1648  0.075
H 1.8095 -0.0230 1.6208  0.076
H 1.3107 -1.5024 -0.8536  0.105
H -0.1904 -0.6895 1.4210  0.103
H -0.5128 -2.1200 0.5018  0.110
H -2.3569 -0.7413 0.1478  0.109
H -1.3972 -0.5945 -1.3616  0.113
H -2.3077 1.6614 -0.4221  0.112
H -1.3275 1.2980 1.0122  0.110
H 0.4732 1.2532 -0.5141  0.053

=====

C4H11NO in the gas phase. Source: the OMol25 dataset; level of theory: ωB97M-V/def2-TZVPD.

- Kohn-Sham gap (hartree) = 0.395
- E_tot (eV) = -7863.6092
- E_LUMO (eV) = 0.938
- highest occupied orbital energy (eV) = -9.807
- charge = 0
- SMILES string = C[C@H](O)[C@@H](C)N
- relative energy (zero: lowest compared OMol25 entry of this formula, charge and spin) (eV) = 0.9443

Each line ends with the Löwdin charge.
Positions of all 17 atoms, in Å:
C -0.1487 -1.5396 0.2843  -0.062
C -0.7269 -0.1615 0.0401  -0.424
C 0.3973 0.9086 -0.1310  -0.407
C 1.3364 0.4448 -1.3053  -0.048
O 1.2417 1.1586 0.9800  -0.041
N -1.5823 0.3462 1.1159  0.033
H 0.7118 -1.8312 -0.2955  0.063
H -0.8441 -2.3896 0.2208  0.082
H 0.2381 -1.5436 1.3145  0.086
H -1.2646 -0.2352 -0.8932  0.124
H -0.0526 1.8770 -0.3955  0.133
H 0.7391 0.0953 -2.1514  0.076
H 2.0589 -0.2816 -0.9592  0.071
H 1.7324 1.3967 -1.7038  0.079
H 0.6450 0.9823 1.7253  0.082
H -2.1767 1.0852 0.7514  0.077
H -2.3047 -0.3123 1.4026  0.076

=====

C4H11NO in the gas phase. Source: the OMol25 dataset; level of theory: ωB97M-V/def2-TZVPD.

- Kohn-Sham gap (hartree) = 0.382
- E_tot (eV) = -7862.0109
- E_LUMO (eV) = 0.985
- highest occupied orbital energy (eV) = -9.409
- charge = 0
- SMILES string = CCCNCO
- relative energy (zero: lowest compared OMol25 entry of this formula, charge and spin) (eV) = 2.5427

Each line ends with the Löwdin charge.
Positions of all 17 atoms, in Å:
C -0.5653 0.6559 0.8481  -0.233
N -0.4306 0.5901 -0.6097  -0.061
C -1.2156 -0.3365 -1.2288  -0.291
O -0.7063 -1.7659 -1.5840  -0.154
C 0.8297 1.0453 1.4504  -0.270
C 1.9355 0.0438 1.1474  -0.132
H -1.3495 1.3398 1.1229  0.101
H -0.8562 -0.1991 1.4963  0.122
H 0.4720 0.3508 -0.9078  0.075
H -1.5944 -0.0215 -2.2645  0.120
H -2.2243 -0.4302 -0.5630  0.161
H -0.0160 -1.6603 -2.3329  0.098
H 0.6179 1.0805 2.5306  0.098
H 1.1321 2.0961 1.0856  0.123
H 1.7326 -0.7844 1.9696  0.108
H 1.8372 -0.5802 0.2357  0.059
H 3.0071 0.3533 1.2641  0.078

=====

A 2-piece molecular cluster, C4H11NO overall. Source: the OMol25 dataset; level of theory: ωB97M-V/def2-TZVPD.

- Kohn-Sham gap (hartree) = 0.388
- E_tot (eV) = -7864.3337
- E_LUMO (eV) = 0.747
- highest occupied orbital energy (eV) = -9.824
- charge = 0
- SMILES string = CC(N)=O.CC
- relative energy (zero: lowest compared OMol25 entry of this formula, charge and spin) (eV) = 0.2198

Each line ends with the Löwdin charge.
Positions of all 17 atoms, in Å:
C -1.7144 -2.6041 1.5942  -0.164
C -0.1989 -2.3252 1.4676  -0.163
H -2.2549 -1.7220 1.9062  0.054
H -2.1075 -2.7690 0.5888  0.053
H -1.9164 -3.4970 2.1723  0.057
H 0.0329 -1.8450 0.5148  0.045
H 0.4429 -3.2078 1.5242  0.061
H 0.0527 -1.5947 2.2375  0.059
C 1.3653 0.7424 -1.7795  -0.011
C 0.5638 1.4964 -0.7368  -0.611
O 1.1084 2.1325 0.1433  0.033
N -0.7864 1.3875 -0.8101  0.152
H 2.0051 1.4279 -2.3332  0.084
H 0.7401 0.2026 -2.4925  0.068
H -1.3007 1.8228 -0.0616  0.108
H -1.2591 0.9418 -1.5718  0.093
H 1.9434 0.0021 -1.2342  0.082

=====

A 2-piece molecular cluster, C4H11NO overall. Source: the OMol25 dataset; level of theory: ωB97M-V/def2-TZVPD.

- Kohn-Sham gap (hartree) = 0.324
- E_tot (eV) = -7863.2345
- E_LUMO (eV) = 0.870
- highest occupied orbital energy (eV) = -7.958
- charge = 0
- SMILES string = CC(C)=CN.O
- relative energy (zero: lowest compared OMol25 entry of this formula, charge and spin) (eV) = 1.3190

Each line ends with the Löwdin charge.
Positions of all 17 atoms, in Å:
C -0.4870 -0.4283 1.4171  -0.079
C 0.3672 -0.4106 0.1879  -0.384
C -0.1713 -0.5561 -1.0266  -0.192
N -1.5439 -0.3946 -1.2452  0.054
C 1.8403 -0.3753 0.4457  -0.074
H -0.7839 -1.4811 1.6276  0.094
H 0.0316 -0.1768 2.3366  0.067
H -1.4572 0.0619 1.4827  0.069
H 0.4101 -0.7229 -1.9207  0.121
H -1.9110 -0.7391 -2.1039  0.070
H -2.1796 -0.5981 -0.4998  0.067
H 2.2607 0.5683 0.0819  0.076
H 2.0821 -0.3806 1.5093  0.069
H 2.3835 -1.2599 0.0989  0.080
H -1.0487 2.3342 -1.0567  0.013
H 0.4367 1.9408 -0.6597  -0.006
O -0.2295 2.6182 -0.6750  -0.045

=====

A 2-piece molecular cluster, C4H11NO overall. Source: the OMol25 dataset; level of theory: ωB97M-V/def2-TZVPD.

- Kohn-Sham gap (hartree) = 0.328
- E_tot (eV) = -7862.9280
- E_LUMO (eV) = 0.947
- highest occupied orbital energy (eV) = -7.987
- charge = 0
- SMILES string = C=CN.CCO
- relative energy (zero: lowest compared OMol25 entry of this formula, charge and spin) (eV) = 1.6256

Each line ends with the Löwdin charge.
Positions of all 17 atoms, in Å:
C 1.4004 -1.0116 -0.5263  -0.323
C 2.5883 -1.0276 0.0747  -0.039
N 0.3900 -1.9386 -0.3735  0.043
H 1.2363 -0.2548 -1.2793  0.090
H 3.2683 -0.1923 0.0595  0.032
H 2.9145 -1.8571 0.6920  0.038
H 0.5976 -2.7754 0.1465  0.084
H -0.2059 -2.1312 -1.1623  0.084
H -0.6499 2.1854 -1.3156  0.074
C -1.2971 1.7849 0.4804  -0.305
O -0.6899 1.3927 -0.7746  -0.106
C -1.9067 0.5620 1.0983  -0.097
H -0.4765 2.1369 1.1132  0.108
H -2.0080 2.5977 0.3019  0.110
H -2.2355 0.7807 2.1067  0.070
H -2.7429 0.1548 0.5183  0.080
H -1.1489 -0.2186 1.1502  0.058

=====

A 2-piece molecular cluster, C4H11NO overall. Source: the OMol25 dataset; level of theory: ωB97M-V/def2-TZVPD.

- Kohn-Sham gap (hartree) = 0.361
- E_tot (eV) = -7862.4844
- E_LUMO (eV) = 0.604
- highest occupied orbital energy (eV) = -9.232
- charge = 0
- SMILES string = C/N=C(/C)O.C
- relative energy (zero: lowest compared OMol25 entry of this formula, charge and spin) (eV) = 2.0691

Each line ends with the Löwdin charge.
Positions of all 17 atoms, in Å:
C -0.6857 0.4680 0.6083  -0.506
C -1.0104 1.7156 -0.1445  -0.016
C 1.0697 -0.5357 -1.8598  -0.077
C 0.7402 -0.9838 1.8173  -0.117
N 0.5247 0.1801 0.9676  -0.036
O -1.6444 -0.4670 0.6350  0.071
H -2.4025 -0.2299 0.0805  0.117
H 1.1677 -0.0918 -0.6362  0.087
H -1.5254 2.4034 0.5364  0.091
H -0.0995 2.1804 -0.5235  0.089
H 1.7194 -0.1869 -2.6673  0.000
H 1.2744 -1.5952 -1.6776  -0.004
H 0.0425 -0.4623 -2.2306  -0.002
H -1.6369 1.5017 -1.0126  0.081
H -0.1568 -1.3859 2.2928  0.072
H 1.1764 -1.7797 1.2033  0.078
H 1.4467 -0.7310 2.6108  0.072

=====

A 2-piece molecular cluster, C4H11NO overall. Source: the OMol25 dataset; level of theory: ωB97M-V/def2-TZVPD.

- Kohn-Sham gap (hartree) = 0.389
- E_tot (eV) = -7862.3256
- E_LUMO (eV) = 0.914
- highest occupied orbital energy (eV) = -9.674
- charge = 0
- SMILES string = NCCO.C=C
- relative energy (zero: lowest compared OMol25 entry of this formula, charge and spin) (eV) = 2.2279

Each line ends with the Löwdin charge.
Positions of all 17 atoms, in Å:
C 0.3355 -0.8391 -0.9482  -0.253
O 0.3087 -2.2828 -0.9451  -0.096
C -0.9683 -0.2924 -1.5927  -0.267
N -1.0333 1.1887 -1.5473  -0.014
H 0.4063 -0.4027 0.0500  0.084
H 1.2326 -0.5886 -1.5410  0.118
H 0.6300 -2.5914 -0.0731  0.091
H -0.9957 -0.5636 -2.6589  0.111
H -1.7574 -0.8585 -1.0785  0.106
H -1.0652 1.4592 -0.5735  0.040
H -1.9425 1.5361 -1.8756  0.069
C 0.2300 1.0529 2.9987  -0.078
C 1.2962 1.2859 2.1953  -0.086
H 0.2615 0.4919 3.9248  0.039
H -0.7532 1.3693 2.6435  0.042
H 2.3547 1.0938 2.4259  0.052
H 1.0321 1.7525 1.2295  0.042

=====

A 3-piece molecular cluster, C4H11NO overall. Source: the OMol25 dataset; level of theory: ωB97M-V/def2-TZVPD.

- Kohn-Sham gap (hartree) = 0.332
- E_tot (eV) = -7858.5294
- E_LUMO (eV) = 0.558
- highest occupied orbital energy (eV) = -8.477
- charge = 0
- SMILES string = C=NC.C=O.C
- relative energy (zero: lowest compared OMol25 entry of this formula, charge and spin) (eV) = 6.0242

Each line ends with the Löwdin charge.
Positions of all 17 atoms, in Å:
C -0.1627 -0.9665 1.7347  -0.142
C 0.6763 1.0011 -0.7379  -0.173
C 1.3526 -1.0218 -1.7509  -0.144
C -1.6701 0.9114 0.8945  -0.093
N 1.3983 -0.0864 -0.6657  -0.094
O 0.2996 -1.3838 0.6745  -0.058
H 0.0174 -0.1020 2.3868  0.080
H -0.6031 -1.7094 2.4188  0.084
H -0.5678 0.8679 0.1473  0.047
H 0.1536 1.2611 -1.6676  0.095
H 1.0763 1.8570 -0.1974  0.090
H 1.4671 -2.0295 -1.3663  0.068
H 0.4398 -0.9529 -2.3581  0.082
H 2.2206 -0.8166 -2.3901  0.089
H -2.0243 0.7925 1.9131  0.028
H -2.3438 0.3909 0.2178  0.026
H -1.7298 1.9869 0.7465  0.016